1.
The following is a DFT calculation (ωB97M-V with the def2-TZVPD basis set) of a single C36H39NO5 molecule.

Geometry (Å):
O (-1.034, -5.149, -1.073)
C (-1.002, -5.232, 0.127)
O (-2.067, -4.981, 0.892)
C (0.202, -5.616, 0.948)
C (1.229, -4.474, 0.997)
C (1.877, -4.220, -0.360)
C (2.921, -3.103, -0.302)
N (2.355, -1.834, 0.108)
C (3.322, -0.892, 0.624)
C (4.340, -0.356, -0.411)
C (4.940, 0.942, 0.037)
C (6.256, 1.032, 0.454)
C (6.798, 2.238, 0.870)
C (6.013, 3.374, 0.865)
C (4.691, 3.310, 0.455)
C (4.145, 2.101, 0.048)
O (2.853, 1.937, -0.363)
C (1.938, 3.008, -0.214)
C (0.554, 2.463, -0.451)
C (-0.358, 2.352, 0.589)
C (-1.624, 1.846, 0.363)
C (-2.006, 1.428, -0.904)
C (-3.407, 0.967, -1.165)
C (-4.285, 2.158, -1.602)
C (-4.321, 3.200, -0.524)
C (-5.195, 3.071, 0.548)
C (-5.195, 3.999, 1.574)
C (-4.316, 5.068, 1.542)
C (-3.439, 5.204, 0.480)
C (-3.442, 4.275, -0.545)
C (-1.083, 1.519, -1.939)
C (0.181, 2.032, -1.718)
C (1.444, -1.257, -0.872)
C (0.010, -1.515, -0.496)
C (-0.419, -1.202, 0.790)
C (-1.724, -1.427, 1.170)
C (-2.616, -2.007, 0.271)
C (-3.993, -2.292, 0.713)
O (-4.627, -1.651, 1.511)
O (-4.503, -3.401, 0.127)
C (-2.196, -2.316, -1.020)
C (-0.896, -2.052, -1.400)
H (-2.825, -4.685, 0.355)
H (0.664, -6.495, 0.496)
H (-0.133, -5.855, 1.957)
H (0.746, -3.558, 1.341)
H (2.001, -4.741, 1.721)
H (1.104, -3.973, -1.087)
H (2.374, -5.131, -0.702)
H (3.684, -3.375, 0.433)
H (3.412, -3.034, -1.290)
H (2.764, -0.049, 1.035)
H (3.860, -1.370, 1.448)
H (3.814, -0.189, -1.353)
H (5.126, -1.095, -0.578)
H (6.868, 0.142, 0.449)
H (7.827, 2.287, 1.191)
H (6.424, 4.322, 1.179)
H (4.098, 4.212, 0.452)
H (2.167, 3.801, -0.942)
H (2.006, 3.427, 0.799)
H (-0.080, 2.674, 1.583)
H (-2.328, 1.777, 1.179)
H (-3.414, 0.211, -1.953)
H (-3.830, 0.531, -0.259)
H (-3.875, 2.584, -2.520)
H (-5.293, 1.795, -1.808)
H (-5.878, 2.234, 0.581)
H (-5.881, 3.887, 2.401)
H (-4.314, 5.793, 2.343)
H (-2.749, 6.035, 0.450)
H (-2.752, 4.383, -1.371)
H (-1.361, 1.191, -2.931)
H (0.888, 2.102, -2.532)
H (1.639, -1.646, -1.881)
H (1.584, -0.172, -0.898)
H (0.289, -0.784, 1.489)
H (-2.067, -1.186, 2.165)
H (-5.411, -3.546, 0.436)
H (-2.888, -2.759, -1.720)
H (-0.578, -2.292, -2.404)

Results
E_HOMO, eV: -8.133
Structure (SMILES): O=C(O)CCCCN(CCc1ccccc1OCc1ccc(CCc2ccccc2)cc1)Cc1ccc(C(=O)O)cc1
Total charge: 0
Multiplicity: 1



2.
The following is a DFT calculation (ωB97M-V with the def2-TZVPD basis set) of a molecular structure, C36H39P2Ti.

Geometry (Å):
Ti (-0.845, 0.260, 0.914)
C (-1.191, -0.728, 3.003)
C (-1.702, 0.593, 3.053)
C (-2.767, 0.676, 2.095)
C (-2.966, -0.619, 1.529)
C (-1.968, -1.478, 2.060)
C (-1.886, -2.962, 1.895)
C (-4.136, -1.058, 0.707)
C (-3.608, 1.893, 1.859)
C (-1.327, 1.659, 4.026)
C (-0.109, -1.285, 3.866)
H (-2.444, -3.436, 2.707)
H (-0.862, -3.326, 1.972)
H (-2.331, -3.314, 0.966)
H (-4.902, -1.449, 1.381)
H (-3.889, -1.865, 0.016)
H (-4.588, -0.239, 0.152)
H (-4.290, 2.034, 2.701)
H (-4.214, 1.804, 0.959)
H (-3.006, 2.801, 1.793)
H (-1.933, 1.542, 4.928)
H (-1.520, 2.656, 3.632)
H (-0.281, 1.600, 4.320)
H (-0.558, -1.809, 4.714)
H (0.526, -0.502, 4.273)
H (0.511, -2.010, 3.337)
C (0.439, -3.055, -0.777)
C (-0.754, -2.539, -1.629)
P (-0.044, -0.883, -1.995)
C (-1.219, 0.449, -1.658)
C (-2.595, 0.227, -1.857)
C (-3.464, 1.301, -1.952)
C (-2.975, 2.600, -1.853)
C (-1.618, 2.835, -1.654)
C (-0.732, 1.772, -1.575)
C (0.731, -0.664, -3.567)
C (2.077, -1.015, -3.721)
C (2.653, -0.919, -4.976)
C (1.895, -0.480, -6.056)
C (0.558, -0.129, -5.895)
C (-0.034, -0.214, -4.649)
P (1.006, -1.407, -0.142)
C (2.784, -1.229, -0.116)
C (3.386, 0.017, -0.309)
C (4.766, 0.108, -0.289)
C (5.537, -1.026, -0.054)
C (4.935, -2.260, 0.152)
C (3.554, -2.372, 0.112)
C (0.581, 1.432, 1.654)
C (1.784, 1.126, 2.300)
C (2.681, 2.138, 2.599)
C (2.374, 3.459, 2.281)
C (1.170, 3.777, 1.665)
C (0.270, 2.765, 1.359)
H (1.210, -3.482, -1.419)
H (0.171, -3.781, -0.014)
H (-1.668, -2.444, -1.040)
H (-0.965, -3.138, -2.514)
H (-2.976, -0.780, -1.974)
H (-4.518, 1.130, -2.131)
H (-3.653, 3.438, -1.951)
H (-1.246, 3.851, -1.599)
H (0.334, 1.961, -1.499)
H (2.667, -1.351, -2.877)
H (3.692, -1.182, -5.115)
H (2.349, -0.408, -7.035)
H (-0.019, 0.213, -6.743)
H (-1.073, 0.066, -4.520)
H (2.786, 0.905, -0.476)
H (5.244, 1.064, -0.455)
H (6.616, -0.944, -0.033)
H (5.540, -3.137, 0.336)
H (3.092, -3.341, 0.260)
H (2.031, 0.103, 2.559)
H (3.616, 1.904, 3.090)
H (3.071, 4.248, 2.530)
H (0.926, 4.808, 1.445)
H (-0.689, 3.040, 0.922)

Results
E_HOMO, eV: -17.173
Total charge: +3
Multiplicity: 1



3.
The following is a DFT calculation (ωB97M-V with the def2-TZVPD basis set) of a molecular structure, C36H40F5N6OPReSe2Te.

Geometry (Å):
Re (-0.360, 0.380, -0.018)
C (0.559, 0.288, 6.856)
C (0.648, 1.660, 6.166)
C (-0.419, 2.602, 6.741)
C (2.030, 2.257, 6.417)
C (0.378, 1.443, 4.686)
C (-0.856, 0.961, 4.259)
C (-1.075, 0.689, 2.928)
N (-0.124, 0.876, 2.000)
C (1.067, 1.399, 2.376)
C (1.336, 1.684, 3.698)
C (2.006, 1.644, 1.264)
C (3.272, 2.159, 1.418)
C (4.086, 2.406, 0.306)
C (3.534, 2.132, -0.942)
C (2.262, 1.609, -1.043)
N (1.511, 1.352, 0.036)
C (5.482, 2.973, 0.496)
C (5.347, 4.386, 1.084)
C (6.258, 2.078, 1.473)
C (6.249, 3.050, -0.824)
H (0.763, 0.404, 7.920)
H (1.287, -0.413, 6.443)
H (-0.432, -0.155, 6.752)
H (-0.222, 2.766, 7.801)
H (-1.423, 2.186, 6.657)
H (-0.405, 3.573, 6.243)
H (2.167, 2.404, 7.488)
H (2.154, 3.231, 5.938)
H (2.830, 1.593, 6.081)
H (-1.654, 0.760, 4.959)
H (-2.013, 0.287, 2.577)
H (2.297, 2.092, 3.967)
H (3.642, 2.373, 2.409)
H (4.087, 2.307, -1.852)
H (1.816, 1.378, -1.999)
H (4.841, 4.379, 2.051)
H (4.798, 5.046, 0.412)
H (6.340, 4.810, 1.235)
H (5.809, 2.058, 2.467)
H (7.271, 2.465, 1.585)
H (6.329, 1.053, 1.106)
H (5.779, 3.733, -1.533)
H (6.354, 2.071, -1.294)
H (7.253, 3.428, -0.630)
Se (0.687, -1.811, 0.212)
P (0.050, -3.090, 2.009)
Se (-1.541, -2.428, 3.193)
C (1.620, -3.242, 2.880)
C (2.136, -4.492, 3.206)
C (3.304, -4.580, 3.953)
C (3.957, -3.430, 4.368)
C (3.443, -2.180, 4.037)
C (2.278, -2.089, 3.300)
C (-0.272, -4.690, 1.224)
C (-0.812, -5.669, 2.065)
C (-1.068, -6.940, 1.580)
C (-0.810, -7.240, 0.249)
C (-0.293, -6.269, -0.593)
C (-0.018, -4.998, -0.110)
H (1.644, -5.396, 2.873)
H (3.705, -5.552, 4.204)
H (4.867, -3.506, 4.948)
H (3.958, -1.281, 4.354)
H (1.870, -1.118, 3.047)
H (-1.040, -5.431, 3.097)
H (-1.476, -7.693, 2.239)
H (-1.018, -8.231, -0.131)
H (-0.097, -6.497, -1.632)
H (0.395, -4.262, -0.786)
N (-4.418, 0.121, -0.904)
C (-4.322, -1.235, -0.674)
C (-3.060, -1.463, -0.226)
N (-2.391, -0.262, -0.178)
C (-3.239, 0.673, -0.601)
C (-2.744, 2.032, -0.654)
N (-1.494, 2.224, -0.258)
C (-1.225, 3.563, -0.408)
C (-2.335, 4.177, -0.895)
N (-3.288, 3.192, -1.043)
H (-5.239, 0.593, -1.248)
H (-5.146, -1.903, -0.848)
H (-2.595, -2.387, 0.065)
H (-0.269, 3.988, -0.159)
H (-2.536, 5.203, -1.144)
H (-4.218, 3.336, -1.406)
F (1.491, -1.136, -2.621)
Te (-0.133, -0.701, -3.413)
F (0.256, -1.950, -4.690)
F (-1.693, -0.243, -4.277)
F (0.727, 0.606, -4.389)
F (-1.050, -2.019, -2.494)
O (-0.459, 0.486, -2.008)

Results
E_HOMO (spin up / spin down), eV: -12.697 / -12.714
Total charge: +2
Multiplicity: 4



Result set for energy above the lowest of the compared OMol25 structures with the same formula, charge and spin: 0.128, 0.262, 0.095 eV, one per record in the order listed.